# C16H31NP2STi

A molecular structure, C16H31NP2STi (ωB97M-V with the def2-TZVPD basis set, the OMol25 dataset).

The geometry in XYZ format:
```
52
C16H31NP2STi ωB97M-V with the def2-TZVPD basis set
Ti -1.7743 -2.4075 1.8548
S -0.8967 -6.0524 4.6265
P 2.0893 0.4745 -1.4681
P -0.2531 2.4221 -0.7391
N -1.3459 -3.6720 3.2486
C -2.0481 -0.3690 0.9307
C -3.7883 -2.7627 1.5431
C 3.0127 -0.3077 -2.8446
C -1.4445 -0.3020 2.1895
C 3.5120 0.8659 -0.3588
C 2.0636 2.1540 -2.2999
C -1.2618 -0.4418 -0.3419
C -0.7646 3.9341 0.1313
C 1.2669 3.1721 -1.5093
C 0.4470 -2.3754 1.2312
C -1.2992 2.5116 -2.2448
C 0.0227 -0.0424 2.3579
C -0.8958 -1.8414 -0.8637
C -0.4590 -2.7702 0.2328
C 0.9388 -0.9799 1.4947
C -1.1389 -4.6930 3.8660
H -2.3427 2.3069 -1.9815
H 3.1098 2.4740 -2.4003
H 4.3005 1.3440 -0.9556
H -0.3132 0.1203 -0.2325
H -4.0552 -3.0623 2.5876
H 1.0846 -3.1573 1.6473
H 3.2016 1.5392 0.4492
H -0.9820 1.7762 -2.9936
H -4.4098 -1.8957 1.2656
H -1.7462 -2.2571 -1.4273
H 0.2655 1.0170 2.0982
H -0.0147 4.1618 0.8988
H 0.9107 3.9826 -2.1592
H 0.3055 -0.1607 3.4205
H -1.7974 0.0857 -1.1418
H -0.8202 4.7429 -0.6082
H -0.5352 -3.8422 0.0331
H 1.2060 -0.4702 0.5468
H -3.1094 -0.1693 0.8322
H -2.0803 -0.1187 3.0565
H -1.7383 3.7654 0.6034
H -4.0122 -3.6021 0.8583
H 3.8987 -0.0571 0.0886
H 3.2494 -1.3456 -2.5899
H -0.0598 -1.7379 -1.5744
H 1.8590 3.5963 -0.6867
H 1.8948 -1.0518 2.0458
H -1.2089 3.5268 -2.6520
H 1.6397 2.0013 -3.3020
H 2.3830 -0.2912 -3.7417
H 3.9343 0.2621 -3.0222
```

Properties
ΔE to the lowest compared entry with this formula, charge and spin   0.0000 eV
DFT total energy   -2613.24045 hartree
LUMO energy (spin up / spin down)   0.375 / -0.339 eV
Spin multiplicity   3
HOMO level (spin up / spin down)   -6.9 / -8.1 eV
Max |F|   3.33 eV/A


# C16H32Al2BrCsF5N4O6

A molecular structure, C16H32Al2BrCsF5N4O6 (ωB97M-V with the def2-TZVPD basis set, the OMol25 dataset).

The geometry in XYZ format:
```
67
C16H32Al2BrCsF5N4O6 ωB97M-V with the def2-TZVPD basis set
Cs 5.0025 -1.0029 -4.7237
Br -2.4450 -7.3354 -4.8758
Al -1.7936 -0.1191 1.2805
Al -1.8854 -4.8570 -2.8744
F -2.9078 -4.3385 -4.2635
F -1.2849 -2.2782 5.6591
F -1.9708 -6.6476 -2.7016
F -0.1786 -4.3629 -3.1679
F -2.4845 -4.0789 -1.3647
O -2.2637 4.5514 2.1128
O -0.6275 -4.6716 1.9777
O -0.0146 6.4826 2.3714
O -0.5807 -3.2711 3.7794
O -0.7161 1.6889 -1.9747
O -2.5541 -4.1256 3.0826
N 2.7830 -0.7696 -4.2062
N 3.7996 -0.3274 -1.9491
N 4.1205 0.7889 -2.7123
N 2.4713 -2.4750 -2.2730
C -1.6139 -2.5152 4.3694
C -0.4798 0.4363 -2.7365
C 2.9761 -1.2772 -2.7913
C 0.2206 -0.8386 -0.4838
C -2.7988 -3.4149 4.2797
C 2.6528 -2.9223 -0.8392
C -0.7552 -0.9285 -1.8106
C -0.1337 5.4827 1.3548
C 0.2869 -2.2122 0.4089
C 0.5455 2.3946 -1.6938
C -1.2033 -4.0751 2.8724
C -1.6032 5.2018 1.0233
C 3.5307 0.5592 -4.1003
C 0.3095 5.9247 3.6397
C 1.2142 -3.4084 -0.2212
C -3.1003 5.4413 2.8429
H 1.3418 5.5611 3.6324
H -1.1664 0.4507 -3.7120
H 0.3584 5.8792 0.4607
H -3.4426 4.9286 3.7455
H 3.6474 1.3504 -4.9632
H -1.9060 -0.8466 -1.5042
H -3.9737 5.7095 2.2410
H -0.3687 5.1085 3.9054
H 0.9244 3.0896 -2.5576
H -1.7286 -1.5670 3.8335
H 0.6031 -4.0637 -1.0061
H 0.2212 6.7104 4.3936
H -0.8027 -2.6330 0.5052
H -0.2722 -0.0102 0.2202
H 1.8855 -3.0840 -2.9197
H -0.5555 -1.8530 -2.5001
H -2.8592 -4.1206 5.1149
H 1.4432 1.6991 -1.3937
H 0.3870 4.5612 1.6456
H -1.6444 4.5149 0.1710
H 1.4664 -4.1642 0.6678
H 3.1492 -2.1339 -0.1304
H 4.1383 -0.3759 -0.9568
H -3.7390 -2.8598 4.2208
H 4.6639 1.5899 -2.3217
H -2.5627 6.3463 3.1402
H -2.1237 6.1254 0.7418
H 0.3455 3.1042 -0.7556
H 0.6261 0.4957 -3.1315
H 1.3071 -0.4094 -0.7292
H 3.3643 -3.8798 -0.8141
H 0.7545 -1.9231 1.4653
```

Properties
DFT total energy   -4876.39405 hartree
LUMO energy   -12.372 eV
Total charge   +3
HOMO level   -14.3 eV
Max |F|   13.21 eV/A


# C16H32BCoF6NO16S2

A molecular structure, C16H32BCoF6NO16S2 (ωB97M-V with the def2-TZVPD basis set, the OMol25 dataset).

The geometry in XYZ format:
```
75
C16H32BCoF6NO16S2 ωB97M-V with the def2-TZVPD basis set
Co -1.0005 -0.4559 -0.3184
S -2.4662 -0.4662 -3.2403
S -3.1194 -2.3661 -2.1803
F -1.7876 1.0198 -3.1981
F -2.9307 -2.6284 1.7355
F -2.9920 -0.6149 0.7986
F -2.9275 -0.7470 3.0168
F -1.1290 -1.2722 1.6584
F -2.5154 -3.2015 -0.9303
O 0.1920 -2.0612 -0.6499
O 1.3046 -3.9267 0.2672
O -2.8170 -3.3187 -3.2497
O -1.7510 -0.9951 -4.4229
O -1.6800 3.4275 1.1704
O 2.7100 0.0167 -1.7440
O 2.4906 0.3710 2.5268
O 0.9613 2.0077 2.5785
O -1.4884 1.5705 -0.1712
O 1.8888 1.6961 -2.9555
O -3.8899 -0.0474 -3.2914
O -4.5022 -2.2166 -1.7389
O -1.3513 3.6636 -1.0211
O 0.5187 0.4736 -1.6942
O 0.8696 0.3250 1.0200
O 1.4857 -3.5089 -1.7875
N -2.0698 -1.0114 -1.9022
C -0.4274 -4.7389 1.7302
C 2.8535 -0.9915 2.6132
C 0.6309 1.5762 5.0427
C -1.5316 2.8298 -0.0351
C -3.5696 2.4785 2.3269
C 4.0347 0.1017 -2.3479
C 1.4027 0.8445 1.9366
C 4.1227 -0.3984 -3.8621
C 0.9268 -3.0298 -0.6937
C 0.8423 -3.8551 1.6147
C 1.6209 0.7292 -2.0442
C 1.3566 2.3365 3.9541
C 0.9023 -2.9689 -3.0211
C -2.0818 2.6670 2.3004
C 0.8065 2.3498 -3.6060
C -1.4155 5.0560 -0.9650
B -2.4614 -1.3233 1.8471
H 3.4955 0.1901 -4.5317
H 4.7215 -0.5096 -1.7625
H 0.7513 2.1002 5.9909
H 1.0434 -1.9029 -3.1991
H 1.0130 0.5565 4.9937
H -2.0837 5.4647 -0.2070
H -3.7288 2.5672 3.4015
H 3.7721 -1.4155 -4.0370
H 1.0943 3.3617 4.2154
H -0.0583 -5.7262 1.4523
H -0.4146 5.4589 -0.8100
H 5.1521 -0.3704 -4.2195
H -0.4402 1.3982 4.9479
H 2.4359 2.2678 4.0900
H -1.5134 1.7390 2.3632
H 3.8792 -1.1451 2.9485
H 2.5704 -1.5713 1.7347
H -0.1777 -3.1148 -3.0424
H -1.7163 5.4438 -1.9383
H -1.2570 -4.4706 1.0760
H -4.0687 3.2796 1.7818
H -1.7712 3.3228 3.1138
H -0.8214 -4.6587 2.7433
H 2.2946 -1.4210 3.4445
H 1.3973 -3.3902 -3.8961
H 0.1816 1.7283 -4.2474
H -3.9153 1.5050 1.9790
H 4.4395 1.0972 -2.1655
H 1.1983 2.9848 -4.4005
H 1.6471 -4.2305 2.2467
H 0.1223 2.8481 -2.9192
H 0.7407 -2.7835 1.7864
```

Properties
DFT total energy   -4690.79707 hartree
LUMO energy (spin up / spin down)   1.817 / 1.811 eV
Spin multiplicity   5
Total charge   -1
HOMO level (spin up / spin down)   -0.6 / -4.8 eV
Max |F|   7.41 eV/A


What did the third record say?
# C16H32BCoF6NO16S2

A molecular structure, C16H32BCoF6NO16S2 (ωB97M-V with the def2-TZVPD basis set, the OMol25 dataset).

The geometry in XYZ format:
```
75
C16H32BCoF6NO16S2 ωB97M-V with the def2-TZVPD basis set
Co -1.0005 -0.4559 -0.3184
S -2.4662 -0.4662 -3.2403
S -3.1194 -2.3661 -2.1803
F -1.7876 1.0198 -3.1981
F -2.9307 -2.6284 1.7355
F -2.9920 -0.6149 0.7986
F -2.9275 -0.7470 3.0168
F -1.1290 -1.2722 1.6584
F -2.5154 -3.2015 -0.9303
O 0.1920 -2.0612 -0.6499
O 1.3046 -3.9267 0.2672
O -2.8170 -3.3187 -3.2497
O -1.7510 -0.9951 -4.4229
O -1.6800 3.4275 1.1704
O 2.7100 0.0167 -1.7440
O 2.4906 0.3710 2.5268
O 0.9613 2.0077 2.5785
O -1.4884 1.5705 -0.1712
O 1.8888 1.6961 -2.9555
O -3.8899 -0.0474 -3.2914
O -4.5022 -2.2166 -1.7389
O -1.3513 3.6636 -1.0211
O 0.5187 0.4736 -1.6942
O 0.8696 0.3250 1.0200
O 1.4857 -3.5089 -1.7875
N -2.0698 -1.0114 -1.9022
C -0.4274 -4.7389 1.7302
C 2.8535 -0.9915 2.6132
C 0.6309 1.5762 5.0427
C -1.5316 2.8298 -0.0351
C -3.5696 2.4785 2.3269
C 4.0347 0.1017 -2.3479
C 1.4027 0.8445 1.9366
C 4.1227 -0.3984 -3.8621
C 0.9268 -3.0298 -0.6937
C 0.8423 -3.8551 1.6147
C 1.6209 0.7292 -2.0442
C 1.3566 2.3365 3.9541
C 0.9023 -2.9689 -3.0211
C -2.0818 2.6670 2.3004
C 0.8065 2.3498 -3.6060
C -1.4155 5.0560 -0.9650
B -2.4614 -1.3233 1.8471
H 3.4955 0.1901 -4.5317
H 4.7215 -0.5096 -1.7625
H 0.7513 2.1002 5.9909
H 1.0434 -1.9029 -3.1991
H 1.0130 0.5565 4.9937
H -2.0837 5.4647 -0.2070
H -3.7288 2.5672 3.4015
H 3.7721 -1.4155 -4.0370
H 1.0943 3.3617 4.2154
H -0.0583 -5.7262 1.4523
H -0.4146 5.4589 -0.8100
H 5.1521 -0.3704 -4.2195
H -0.4402 1.3982 4.9479
H 2.4359 2.2678 4.0900
H -1.5134 1.7390 2.3632
H 3.8792 -1.1451 2.9485
H 2.5704 -1.5713 1.7347
H -0.1777 -3.1148 -3.0424
H -1.7163 5.4438 -1.9383
H -1.2570 -4.4706 1.0760
H -4.0687 3.2796 1.7818
H -1.7712 3.3228 3.1138
H -0.8214 -4.6587 2.7433
H 2.2946 -1.4210 3.4445
H 1.3973 -3.3902 -3.8961
H 0.1816 1.7283 -4.2474
H -3.9153 1.5050 1.9790
H 4.4395 1.0972 -2.1655
H 1.1983 2.9848 -4.4005
H 1.6471 -4.2305 2.2467
H 0.1223 2.8481 -2.9192
H 0.7407 -2.7835 1.7864
```

Properties
DFT total energy   -4690.79707 hartree
LUMO energy (spin up / spin down)   1.817 / 1.811 eV
Spin multiplicity   5
Total charge   -1
HOMO level (spin up / spin down)   -0.6 / -4.8 eV
Max |F|   7.41 eV/A